ORCA calculation (wB97M-V/def2-TZVPD) on 5 unconnected molecules or ions with the total composition C32H39F21NO11S in a non-equilibrium geometry.

Properties
E, Ha: -4620.3216
Gap between HOMO and LUMO, hartree: 0.29260
Molecular weight, g mol⁻¹: 1044.685
E_LUMO, eV: -4.791

```
! wB97M-V def2-TZVPD RIJCOSX def2/J DEFGRID3
* xyz 1 1
C 1.926 0.287 4.776
O 3.295 0.590 4.611
C 3.980 -0.457 3.928
C 3.721 -0.463 2.411
C 5.043 -0.666 1.652
C 5.725 0.673 1.384
C 4.937 1.580 0.437
C 5.097 3.066 0.826
C 4.199 3.357 1.977
C 4.642 3.428 3.302
C 3.737 3.673 4.322
N 2.439 3.871 4.053
C 1.970 3.834 2.784
S 0.253 4.178 2.372
O 0.071 3.758 1.022
O 0.027 5.549 2.710
C -0.849 3.183 3.534
F -0.059 2.504 4.391
F -1.532 4.088 4.229
C -1.884 2.267 2.809
F -2.495 3.013 1.884
F -2.793 1.912 3.742
C -1.327 0.944 2.229
F -0.339 1.196 1.351
F -0.807 0.215 3.238
C -2.387 0.055 1.506
F -3.048 0.752 0.593
F -1.700 -0.916 0.876
F -3.200 -0.527 2.374
C 2.820 3.566 1.739
H 1.460 -0.031 3.840
H 1.769 -0.487 5.532
H 1.421 1.190 5.117
H 5.041 -0.275 4.103
H 3.740 -1.422 4.383
H 3.306 0.518 2.167
H 2.976 -1.209 2.168
H 5.697 -1.260 2.294
H 4.919 -1.221 0.724
H 5.934 1.156 2.343
H 6.690 0.485 0.911
H 3.870 1.352 0.429
H 5.301 1.455 -0.578
H 6.139 3.281 1.059
H 4.821 3.711 -0.010
H 5.684 3.293 3.550
H 4.047 3.718 5.355
H 1.809 4.077 4.820
H 2.446 3.521 0.725
C -4.532 -1.949 -0.575
C -4.080 -3.354 -0.246
O -5.194 -4.195 0.101
C -5.881 -4.686 -0.923
O -5.667 -4.497 -2.083
C -7.010 -5.598 -0.402
F -7.656 -5.026 0.617
F -6.489 -6.755 0.023
F -7.880 -5.852 -1.369
H -5.112 -1.530 0.248
H -3.672 -1.311 -0.764
H -5.166 -1.940 -1.462
H -3.435 -3.358 0.631
H -3.525 -3.799 -1.071
C -0.778 2.176 -3.084
C 0.385 2.719 -2.287
O 1.612 2.011 -2.577
C 2.251 2.381 -3.678
O 1.928 3.229 -4.451
C 3.557 1.571 -3.806
F 3.357 0.275 -3.556
F 4.453 2.031 -2.908
F 4.076 1.699 -5.014
H -0.876 1.102 -2.917
H -1.705 2.663 -2.786
H -0.633 2.334 -4.148
H 0.217 2.571 -1.222
H 0.529 3.787 -2.455
C -6.922 0.327 -4.288
C -5.732 -0.579 -4.065
O -4.689 -0.325 -5.032
C -3.897 0.701 -4.786
O -3.937 1.443 -3.848
C -2.827 0.799 -5.893
F -3.361 0.653 -7.104
F -1.911 -0.167 -5.719
F -2.203 1.974 -5.844
H -7.288 0.229 -5.309
H -7.724 0.063 -3.600
H -6.656 1.371 -4.126
H -6.005 -1.621 -4.213
H -5.328 -0.477 -3.058
C -0.793 -4.931 -0.225
C 0.038 -4.247 -1.287
O 1.261 -3.709 -0.735
C 2.251 -4.574 -0.573
O 2.247 -5.738 -0.827
C 3.490 -3.838 -0.028
F 3.162 -3.004 0.977
F 4.052 -3.104 -0.998
F 4.394 -4.691 0.427
H -0.993 -4.248 0.602
H -1.742 -5.259 -0.649
H -0.278 -5.802 0.178
H -0.488 -3.388 -1.699
H 0.275 -4.920 -2.110
*
```

ORCA calculation (wB97M-V/def2-TZVPD) on a molecular structure, C32H39F2InNO6 in a non-equilibrium geometry.

Properties
E, Ha: -2138.8052
Gap between HOMO and LUMO, hartree: 0.15752
Molecular weight, g mol⁻¹: 686.479
E_LUMO, eV: -0.538
ΔE to the lowest compared entry with this formula, charge and spin, kcal/mol: 0.00

```
! wB97M-V def2-TZVPD RIJCOSX def2/J DEFGRID3
* xyz -1 1
C 9.873 0.242 -3.366
C 8.750 0.553 -4.377
C 8.605 2.056 -4.712
C 7.182 2.587 -4.466
C 6.995 3.233 -3.094
C 5.759 4.149 -3.034
C 4.509 3.358 -2.633
C 3.276 4.218 -2.367
C 2.433 4.577 -3.591
C 2.092 3.427 -4.553
C 0.568 3.211 -4.720
In -0.151 1.936 -3.032
C -2.355 1.586 -2.988
C -2.804 0.898 -1.734
C -3.574 -0.270 -1.780
C -3.963 -0.910 -0.601
C -3.602 -0.405 0.646
C -2.851 0.769 0.710
C -2.462 1.407 -0.469
N 1.017 0.066 -3.210
C 0.738 -0.659 -4.353
O 1.506 -1.222 -5.043
F -0.535 -0.579 -4.750
C 1.029 -0.677 -2.082
O 1.452 -0.362 -1.020
F 0.503 -1.908 -2.242
H 10.039 1.114 -2.744
H 10.799 0.001 -3.875
H 9.578 -0.579 -2.723
H 8.898 -0.011 -5.292
H 7.825 0.189 -3.941
H 8.843 2.193 -5.762
H 9.317 2.616 -4.118
H 6.466 1.782 -4.589
H 6.942 3.311 -5.244
H 6.827 2.425 -2.384
H 7.895 3.752 -2.771
H 5.932 4.952 -2.324
H 5.592 4.545 -4.033
H 4.743 2.820 -1.716
H 4.336 2.596 -3.387
H 3.644 5.154 -1.941
H 2.670 3.760 -1.596
H 2.884 5.402 -4.136
H 1.486 4.966 -3.221
H 2.518 2.486 -4.217
H 2.537 3.637 -5.526
H 0.036 4.158 -4.726
H 0.399 2.690 -5.660
H 0.402 2.709 -1.538
H -2.833 2.561 -3.071
H -2.682 1.007 -3.847
H -3.850 -0.676 -2.741
H -4.555 -1.815 -0.651
H -3.882 -0.901 1.558
H -2.538 1.189 1.653
H -1.875 2.309 -0.402
C -5.087 -2.355 4.872
C -5.965 -2.284 5.870
C -7.399 -2.593 5.651
O -8.199 -2.533 6.566
C -7.821 -2.985 4.285
C -6.945 -3.057 3.287
C -5.506 -2.749 3.502
O -4.709 -2.817 2.596
H -4.036 -2.134 5.005
H -5.682 -2.006 6.878
H -8.873 -3.206 4.153
H -7.228 -3.338 2.281
C -5.081 -5.453 10.261
C -5.601 -6.672 10.374
C -6.750 -7.102 9.536
O -7.223 -8.213 9.643
C -7.294 -6.119 8.566
C -6.777 -4.899 8.452
C -5.628 -4.471 9.290
O -5.148 -3.363 9.182
H -4.244 -5.120 10.860
H -5.219 -7.405 11.073
H -8.131 -6.453 7.965
H -7.159 -4.163 7.755
*
```

ORCA calculation (wB97M-V/def2-TZVPD) on a molecular structure, C32H39InN5 in a non-equilibrium geometry.

Properties
E, Ha: -1706.3159
Gap between HOMO and LUMO (spin up / spin down), hartree: 0.18085 / 0.17098
Molecular weight, g mol⁻¹: 608.517
E_LUMO (spin up / spin down), eV: 2.207 / 2.215

```
! wB97M-V def2-TZVPD RIJCOSX def2/J DEFGRID3
* xyz -1 1
In -0.370 0.732 0.000
N -3.513 2.573 -2.217
N 1.659 2.676 -1.306
C -0.730 -2.421 -0.311
C -1.131 -2.050 -1.632
C -2.449 -1.516 -1.546
C -3.185 -0.822 -2.622
H -2.788 -1.069 -3.608
H -3.048 0.348 -2.492
H -4.263 -1.012 -2.563
C -2.890 -1.578 -0.193
C -4.148 -0.969 0.320
H -5.006 -1.650 0.172
H -4.403 -0.028 -0.197
H -4.094 -0.755 1.396
C -1.831 -2.146 0.570
C -1.856 -2.330 2.037
H -2.121 -1.401 2.573
H -0.878 -2.669 2.402
H -2.613 -3.090 2.299
C -0.314 -2.222 -2.863
H -0.461 -3.254 -3.226
H 0.767 -2.093 -2.686
H -0.618 -1.534 -3.665
C 0.570 -3.057 0.042
H 0.737 -3.061 1.129
H 1.439 -2.555 -0.422
H 0.587 -4.109 -0.303
C -4.264 3.504 -1.661
H -5.313 3.343 -1.839
C -3.771 4.580 -0.918
H -4.482 5.339 -0.587
C -2.392 4.639 -0.718
H -1.976 5.518 -0.243
C -1.603 3.500 -1.043
H -0.507 3.547 -0.950
C -2.388 2.398 -1.470
C -2.272 0.901 -1.518
H -1.228 0.889 -1.966
C 1.755 1.525 -0.546
C 2.163 2.231 -2.609
H 1.665 2.462 -3.582
C 3.275 1.565 -2.305
H 4.250 1.577 -2.796
N 3.035 1.011 -0.971
C 3.720 -0.051 -0.355
C 4.210 -1.124 -1.147
C 4.750 -2.259 -0.508
H 5.063 -3.129 -1.144
C 4.852 -2.351 0.890
C 5.548 -3.502 1.545
H 4.976 -3.878 2.401
H 6.547 -3.237 1.923
H 5.680 -4.328 0.839
C 4.209 -1.368 1.653
H 4.103 -1.476 2.751
C 3.676 -0.215 1.056
C 3.038 0.828 1.922
H 2.765 1.744 1.376
H 3.744 1.096 2.722
H 2.125 0.440 2.404
C 3.943 -1.191 -2.629
H 4.267 -0.326 -3.229
H 2.871 -1.359 -2.849
H 4.490 -2.058 -3.006
C -0.465 0.900 4.020
C -1.548 1.467 3.183
N -1.715 1.393 1.865
C -2.937 2.006 1.582
C -3.451 2.530 2.740
N -2.565 2.167 3.736
H 0.454 1.495 3.915
H -0.780 0.917 5.075
H -0.270 -0.138 3.715
H -3.312 2.042 0.574
H -4.346 3.113 2.883
H -2.638 2.383 4.729
*
```

ORCA calculation (wB97M-V/def2-TZVPD) on a molecular structure, C32H40AsNO5PSSiTi.

Properties
E, Ha: -5788.7149
Gap between HOMO and LUMO, hartree: 0.27576
Molecular weight, g mol⁻¹: 732.590
E_LUMO, eV: 2.074
ΔE to the lowest compared entry with this formula, charge and spin, kcal/mol: 14.29

```
! wB97M-V def2-TZVPD RIJCOSX def2/J DEFGRID3
* xyz -1 1
Ti -1.547 -0.749 0.681
O 0.496 -3.083 -0.867
C 0.993 -2.096 -0.350
O 0.274 -1.199 0.265
C 2.498 -1.918 -0.441
C 3.151 -3.043 -0.953
C 4.518 -3.070 -1.137
C 5.265 -1.949 -0.815
C 4.633 -0.828 -0.311
C 3.249 -0.776 -0.108
P 2.523 0.754 0.655
C 3.709 2.056 0.144
C 4.032 3.083 1.032
C 4.755 4.189 0.610
C 5.159 4.298 -0.713
C 4.824 3.295 -1.612
C 4.101 2.191 -1.189
C 3.102 0.368 2.364
C 2.142 -0.057 3.277
C 2.505 -0.436 4.562
C 3.833 -0.379 4.955
C 4.798 0.059 4.056
C 4.434 0.426 2.770
H 2.542 -3.898 -1.210
H 4.996 -3.957 -1.534
H 6.339 -1.944 -0.953
H 5.232 0.038 -0.071
H 3.714 3.020 2.066
H 4.996 4.972 1.318
H 5.720 5.163 -1.043
H 5.119 3.377 -2.651
H 3.835 1.425 -1.908
H 1.102 -0.083 2.988
H 1.742 -0.766 5.256
H 4.118 -0.668 5.959
H 5.837 0.112 4.356
H 5.196 0.767 2.079
N -3.670 -0.346 0.226
C -3.900 0.191 -1.111
C -2.924 0.040 -2.082
C -3.141 0.524 -3.367
C -4.331 1.158 -3.679
C -5.295 1.335 -2.693
C -5.084 0.851 -1.414
S -4.663 1.714 -5.360
O -3.354 1.730 -5.991
O -5.277 3.018 -5.177
O -5.567 0.691 -5.863
H -4.027 0.307 0.920
H -4.193 -1.209 0.343
H -1.982 -0.460 -1.861
H -2.390 0.422 -4.139
H -6.209 1.857 -2.946
H -5.837 0.984 -0.644
C -0.556 2.563 2.598
Si -1.528 1.840 1.135
C -3.289 2.479 1.533
C -0.994 2.828 -0.398
H -0.716 3.646 2.614
H 0.517 2.387 2.543
H -0.912 2.152 3.546
H -3.238 3.530 1.834
H -3.748 1.935 2.367
H -3.958 2.435 0.669
H -0.726 3.857 -0.135
H -1.802 2.869 -1.133
H -0.128 2.380 -0.891
C -4.258 -3.487 -0.470
As -2.330 -3.133 -0.576
C -2.106 -3.617 -2.448
C -1.703 -4.723 0.351
H -4.469 -4.492 -0.837
H -4.806 -2.774 -1.088
H -4.597 -3.418 0.566
H -2.419 -4.649 -2.606
H -1.063 -3.498 -2.723
H -2.724 -2.957 -3.057
H -1.846 -5.605 -0.274
H -2.272 -4.825 1.274
H -0.648 -4.608 0.585
C -1.870 -1.413 2.395
H -2.739 -1.152 3.007
H -1.162 -2.051 2.929
*
```

ORCA calculation (wB97M-V/def2-TZVPD) on a molecular structure, C32H40BCl5F2LaN4O3P in a non-equilibrium geometry.

Properties
E, Ha: -4586.8651
Gap between HOMO and LUMO, hartree: 0.21331
Molecular weight, g mol⁻¹: 924.650
E_LUMO, eV: 4.078
ΔE to the lowest compared entry with this formula, charge and spin, kcal/mol: 18.16

```
! wB97M-V def2-TZVPD RIJCOSX def2/J DEFGRID3
* xyz -2 1
La -0.561 0.093 1.111
O -1.049 5.405 3.718
C 0.253 5.334 3.417
C 1.052 6.457 3.651
C 2.410 6.424 3.393
C 3.004 5.273 2.890
C 2.216 4.164 2.633
C 0.847 4.173 2.882
C 0.068 2.935 2.556
O 0.663 1.992 1.957
N -1.194 2.955 2.950
N -1.874 1.767 2.744
C -3.076 1.765 3.182
C -3.969 0.627 3.181
C -5.280 0.819 3.629
C -6.215 -0.196 3.646
C -5.833 -1.466 3.205
C -4.547 -1.698 2.778
C -3.552 -0.677 2.745
O -2.365 -0.949 2.357
H -1.409 4.469 3.531
H 0.574 7.346 4.045
H 3.010 7.307 3.587
H 4.069 5.244 2.694
H 2.634 3.252 2.226
H -3.476 2.692 3.605
H -5.569 1.812 3.963
H -7.224 -0.014 3.996
H -6.557 -2.275 3.199
H -4.235 -2.684 2.448
Cl -4.357 1.556 0.068
C -3.077 2.281 -0.879
C -1.762 1.924 -0.581
C -0.823 2.628 -1.332
Cl 0.848 2.276 -1.010
C -1.125 3.582 -2.297
Cl 0.126 4.425 -3.151
C -2.459 3.854 -2.580
Cl -2.876 5.012 -3.796
C -3.449 3.190 -1.865
Cl -5.117 3.509 -2.223
N -2.638 -1.257 -0.520
H -2.351 -1.480 -1.465
H -3.524 -0.768 -0.544
H -2.765 -2.114 0.007
C 3.495 -0.107 -0.879
C 3.309 -1.616 -1.090
C 4.323 -2.139 -2.107
C 3.590 -2.262 0.274
P 1.433 -1.889 -1.482
N 0.472 -1.014 -0.700
C 1.142 -3.792 -1.216
C 0.930 -4.007 0.290
C -0.211 -4.103 -1.873
C 2.190 -4.769 -1.744
C 1.240 -1.597 -3.396
C 1.881 -0.236 -3.701
C -0.265 -1.400 -3.635
C 1.800 -2.645 -4.354
H 4.456 0.085 -0.390
H 2.703 0.265 -0.229
H 3.478 0.459 -1.809
H 5.333 -1.988 -1.707
H 4.266 -1.609 -3.057
H 4.196 -3.206 -2.298
H 4.544 -1.891 0.662
H 3.663 -3.347 0.215
H 2.811 -1.987 0.988
H 0.332 -3.194 0.704
H 1.861 -4.057 0.850
H 0.395 -4.948 0.458
H -0.935 -3.342 -1.577
H -0.577 -5.076 -1.529
H -0.152 -4.143 -2.961
H 3.132 -4.689 -1.202
H 2.391 -4.626 -2.808
H 1.820 -5.792 -1.609
H 1.569 0.493 -2.952
H 1.546 0.123 -4.680
H 2.970 -0.282 -3.729
H -0.655 -0.744 -2.853
H -0.820 -2.338 -3.621
H -0.436 -0.927 -4.608
H 2.863 -2.828 -4.183
H 1.685 -2.287 -5.384
H 1.270 -3.596 -4.279
F 1.970 -0.536 3.360
B 0.871 -1.086 2.728
F 0.655 -2.294 3.369
*
```